[1]
{
  "formula": "C45H34N7O3PS2Se2Ti",
  "method": "wB97M-V/def2-TZVPD",
  "symbols": ["H", "H", "N", "C", "C", "H", "H", "S", "H", "H", "C", "C", "H", "H", "H", "C", "N", "H", "N", "C", "O", "C", "H", "Ti", "C", "P", "O", "C", "H", "C", "C", "C", "H", "H", "H", "H", "C", "C", "C", "N", "H", "H", "C", "H", "N", "C", "C", "H", "H", "H", "H", "Se", "H", "C", "N", "H", "C", "O", "C", "H", "C", "C", "C", "H", "C", "Se", "C", "H", "C", "C", "C", "C", "H", "H", "N", "C", "C", "C", "C", "C", "C", "C", "S", "C", "C", "H", "H", "C", "C", "H", "C", "C", "H", "C", "C"],
  "xyz": [[0.487, 1.157, -4.445], [4.319, 3.995, 0.948], [0.420, -2.234, 4.178], [3.020, 2.016, 2.208], [-4.790, -1.547, 0.434], [1.014, 3.642, -1.615], [-6.073, -4.028, -1.475], [-1.117, -0.284, 5.137], [5.476, 2.725, -3.521], [5.132, 3.988, -1.445], [3.297, -2.867, 1.446], [-0.665, -3.184, -1.189], [6.734, -1.241, 1.842], [-6.151, 4.898, -0.217], [0.931, -2.716, 3.422], [4.177, 3.162, 0.275], [0.479, 1.719, 0.920], [-5.527, 0.752, -1.072], [3.216, 0.967, 0.044], [4.444, -3.673, 1.342], [3.211, 2.992, 2.908], [-0.339, 3.376, 2.321], [-4.913, -1.090, 1.411], [1.585, -0.320, 1.113], [4.984, 1.862, -3.090], [-2.773, 0.321, 0.186], [1.468, -1.154, -0.524], [-4.319, 4.055, 0.524], [-2.668, -5.412, 0.457], [-2.099, 1.483, -2.291], [4.448, 1.969, -1.785], [0.140, -0.969, -0.355], [6.576, -3.715, 1.393], [-1.215, -1.565, 1.653], [-1.684, 2.035, 4.519], [-0.708, 3.870, 3.203], [4.906, 0.684, -3.774], [-4.452, -2.742, -2.039], [-5.440, -3.200, -1.183], [0.192, -0.246, 2.918], [-6.924, 2.772, -1.214], [-2.556, -3.568, 2.196], [-3.961, 1.710, 0.040], [-4.299, -3.215, -3.001], [1.123, 2.796, -1.083], [-3.547, 2.910, 0.625], [3.759, -0.363, -1.917], [-2.608, 2.935, 1.167], [-1.444, -5.110, -1.660], [-3.978, 4.981, 0.972], [5.324, 0.601, -4.768], [1.571, -3.553, 1.473], [-1.682, 2.369, -4.194], [-5.610, -2.597, 0.059], [3.400, -1.532, 1.567], [1.236, -0.357, -2.659], [-0.379, 1.010, 3.104], [2.489, 0.898, 2.542], [-0.120, 1.030, -3.557], [-6.375, -2.953, 0.737], [-0.449, -0.034, -1.392], [3.478, 2.042, 0.757], [-1.329, 1.697, -3.421], [0.100, -2.764, 4.968], [-3.804, -1.065, -0.431], [0.215, -3.089, -2.794], [0.307, 0.179, -2.552], [1.039, 1.939, -1.619], [-2.041, -3.493, 1.250], [0.600, 2.785, 0.158], [-0.099, 2.063, 2.137], [-1.133, 1.166, 4.207], [-3.045, 1.999, -2.201], [3.310, -1.232, -1.467], [-0.648, -2.217, -0.212], [-1.312, -2.388, 0.969], [4.616, 3.139, -1.012], [-3.639, -1.677, -1.668], [4.626, -0.994, 1.736], [-1.429, -4.350, -0.895], [3.776, 0.864, -1.210], [-1.687, 0.617, -1.272], [0.094, 4.260, 0.907], [5.782, -1.729, 1.697], [-5.538, 4.008, -0.141], [4.290, -1.387, -3.690], [4.312, -4.735, 1.195], [-5.185, 1.673, -0.617], [-0.067, -1.013, 3.963], [4.659, 0.066, 1.922], [-5.972, 2.816, -0.700], [5.685, -3.104, 1.460], [-2.867, -1.341, -2.350], [-2.098, -4.509, 0.276], [4.311, -0.440, -3.165]],
  "mulliken_charge": [0.407, 0.655, -0.201, 0.230, -0.598, 0.284, 0.376, -0.333, 0.436, 0.438, 0.271, 0.474, 0.492, 0.376, -0.250, -1.506, 1.475, 0.396, 2.252, -0.935, -0.796, 0.169, 0.399, -1.999, -0.859, 0.885, 0.385, -0.731, 0.476, -0.438, 1.297, -0.321, 0.417, -0.554, 0.464, 0.537, -0.842, -0.676, -0.545, 0.569, 0.418, 0.521, -0.291, 0.430, 0.330, 0.331, -1.219, 0.263, 0.541, 0.436, 0.410, -0.286, 0.407, -0.755, 0.932, 0.757, -0.608, -0.541, -0.432, 0.410, 0.397, 0.920, -1.280, 0.217, 0.724, -0.146, -1.907, -0.306, -0.629, -0.398, -1.123, -0.273, 0.455, 0.244, 1.930, 0.670, -1.234, -0.330, 0.002, -0.879, 0.092, 1.194, -0.323, -1.084, -0.522, 0.495, 0.460, -0.348, 0.211, 0.272, -0.762, -0.350, 0.357, -0.874, -0.501],
  "gap_ev": 6.114,
  "e_tot_ev": -248562.313,
  "e_above_lowest_ev": 0.000,
  "e_lumo_ha": -0.024,
  "multiplicity": 1,
  "total_charge": 0
}

[2]
{
  "formula": "C45H35BO9S",
  "method": "wB97M-V/def2-TZVPD",
  "symbols": ["B", "C", "C", "H", "C", "O", "C", "H", "H", "C", "H", "C", "C", "H", "H", "H", "C", "H", "O", "H", "C", "O", "H", "C", "C", "C", "C", "C", "C", "C", "H", "O", "H", "C", "H", "H", "H", "C", "C", "H", "C", "H", "H", "H", "C", "C", "H", "C", "C", "O", "C", "C", "H", "C", "C", "C", "H", "C", "H", "H", "H", "O", "C", "C", "C", "C", "H", "H", "C", "O", "C", "C", "H", "H", "C", "O", "C", "H", "H", "H", "C", "C", "C", "S", "C", "C", "H", "C", "H", "O", "H"],
  "xyz": [[-5.076, 2.430, 0.648], [3.487, -7.150, 6.417], [3.093, 2.209, 0.011], [2.025, 0.684, 3.334], [0.287, 6.352, -5.813], [-2.114, 4.592, -9.816], [3.991, -5.783, 4.493], [2.819, 2.596, -2.126], [1.145, 7.336, -7.521], [1.096, -3.019, 0.343], [-4.104, 1.691, -5.314], [4.836, -7.470, 6.540], [-3.111, 3.265, -8.154], [6.053, -5.710, 3.912], [3.416, 4.099, -1.196], [-4.500, 0.294, 0.414], [-0.632, 5.413, -5.369], [-0.984, -5.325, 5.460], [-2.480, 3.457, -4.614], [3.860, 2.329, 0.821], [-1.168, -7.432, 8.108], [4.819, 2.644, -1.649], [-0.015, -2.986, 0.242], [5.757, -6.947, 5.645], [-4.756, 1.577, -8.637], [-1.311, 5.007, -7.648], [1.084, -7.324, 7.266], [-4.046, 1.944, -6.365], [3.442, 2.994, -1.296], [0.860, 3.781, 0.154], [0.907, 6.880, -5.098], [-6.024, 3.346, 1.133], [0.474, -8.533, 8.936], [-4.822, 1.254, -7.285], [1.443, -4.083, 0.341], [-0.727, 5.211, -4.310], [-1.233, 4.642, -1.653], [-2.591, 2.371, 1.470], [0.418, 6.611, -7.174], [-1.885, -7.825, 8.818], [-3.540, 2.870, 0.463], [3.666, -5.128, 3.694], [-6.178, 0.459, 1.011], [3.073, 1.124, -0.244], [2.507, -7.730, 7.370], [5.333, -6.111, 4.616], [-6.808, 3.359, 0.567], [-3.040, 3.686, -0.633], [-1.203, 2.715, 1.308], [-0.349, 2.123, 3.503], [0.670, -6.429, 6.278], [1.570, -2.407, 1.725], [-2.611, -6.208, 7.089], [1.906, 0.543, 2.232], [1.638, -5.902, 5.284], [1.713, 2.571, 0.640], [-5.368, 1.042, -9.353], [-2.175, 4.312, -8.635], [2.878, 0.291, 1.764], [5.168, -8.124, 7.336], [-3.850, 2.825, -10.125], [1.270, -5.158, 4.395], [1.218, 1.801, 1.657], [-0.383, 5.945, -8.090], [-1.576, -6.525, 7.134], [-5.434, 0.890, 0.292], [1.235, -3.141, 2.500], [2.673, -2.282, 1.750], [-2.376, 3.696, -5.802], [2.866, -8.519, 8.222], [-1.426, 4.729, -6.285], [-0.142, 2.187, 2.316], [-0.282, 6.153, -9.147], [-2.882, 1.729, 2.327], [-0.661, -6.028, 6.218], [5.923, 4.510, -0.929], [5.722, 3.326, -0.864], [1.531, -2.465, -0.522], [-3.731, 4.051, -1.416], [6.348, 2.755, -0.126], [-1.598, 4.043, -0.796], [0.159, -7.831, 8.175], [-0.678, 3.536, 0.200], [0.658, -0.838, 2.058], [-3.902, 2.580, -9.071], [-3.192, 2.955, -6.796], [6.807, -7.192, 5.747], [3.066, -6.292, 5.399], [-5.483, 0.463, -6.948], [1.332, 4.835, -0.198], [-5.795, 0.785, -0.757]],
  "mulliken_charge": [0.376, 0.371, -0.620, 0.367, -0.655, -0.673, -0.482, 0.293, 0.395, -1.075, 0.518, -0.639, 0.215, 0.402, 0.440, 0.280, -0.440, 0.486, -0.680, 0.379, -0.461, -0.375, 0.315, -0.431, -0.449, 0.519, 0.195, -0.487, -0.742, 0.173, 0.437, -0.561, 0.466, -0.515, 0.318, 0.706, 0.468, -0.617, -0.397, 0.397, 0.496, 0.588, 0.241, 0.258, 0.548, -0.572, 0.311, -0.729, 0.781, -0.530, 0.162, -0.108, 0.402, -0.883, 0.490, 0.573, 0.396, 0.576, 0.380, 0.472, 0.469, -0.687, 0.318, -0.718, -0.506, -0.932, 0.088, 0.313, 0.460, -0.672, -0.005, -0.234, 0.471, 0.381, -0.504, -0.466, 0.207, 0.293, 0.351, 0.391, -0.832, -0.586, 0.301, -0.174, -0.588, 0.050, 0.393, 0.152, 0.401, -0.539, 0.334],
  "gap_ev": 7.487,
  "smiles": "CCSCC1=C(CCOC=O)C(=O)c2ccc(B(C)O)cc2C1=O.O=C1c2ccccc2C(=O)c2ccccc21.O=C1c2ccccc2C(=O)c2ccccc21",
  "e_tot_ev": -77171.816,
  "e_lumo_ha": -0.041,
  "multiplicity": 1,
  "total_charge": 0
}